Entry 1
Molecular formula: C11H14N2
Method: DFT, ωB97M-V with the def2-TZVPD basis set

Properties
Highest occupied orbital energy in eV: -8.19
LUMO level in eV: 0.54
Frontier orbital gap in Eh: 0.3207

```
! wB97M-V def2-TZVPD RIJCOSX def2/J DEFGRID3
* xyz 0 1
C -1.456 2.139 -1.059
C -1.970 1.300 0.051
C -2.267 -0.962 0.985
C -3.685 -1.121 0.374
C -0.025 -0.434 0.077
C 0.065 -1.691 -0.648
C 1.338 -2.220 -0.669
C 2.545 -1.313 -0.372
C 2.309 -0.038 0.254
C 3.756 0.640 0.421
C 0.971 0.395 0.423
H -0.248 2.655 -0.726
H -1.492 1.643 -2.144
H -2.194 3.130 -0.929
H -1.886 1.958 1.010
H -3.131 1.124 0.035
H -1.734 -1.958 1.097
H -2.499 -0.614 2.113
H -0.768 -2.206 -1.198
H 1.502 -3.223 -0.881
H 3.558 -1.631 -0.497
H 4.179 0.608 1.876
H 4.877 0.047 -0.365
H 3.582 1.692 -0.044
H 0.748 1.303 0.909
N -1.350 -0.142 0.233
N -4.726 -1.081 -0.328
*
```

Entry 2
Molecular formula: C11H14N2
Method: DFT, ωB97M-V with the def2-TZVPD basis set

Properties
Highest occupied orbital energy in eV: -8.41
LUMO level in eV: 0.70
Frontier orbital gap in Eh: 0.3347
Structure (SMILES): CC1(C)C[C@@](C)(C#N)c2c[nH]cc21

```
! wB97M-V def2-TZVPD RIJCOSX def2/J DEFGRID3
* xyz 0 1
C 1.253 0.896 -1.886
C 0.682 0.442 -0.506
C 1.875 0.492 0.424
C -0.446 1.329 -0.075
C -1.753 0.374 0.291
C -2.096 0.468 1.740
C -2.706 0.634 -0.716
N -3.435 0.620 -1.585
C -1.210 -0.997 -0.039
C -1.497 -2.320 0.254
N -0.448 -3.034 -0.278
C 0.574 -2.240 -0.691
C 0.080 -0.906 -0.631
H 1.663 1.905 -1.581
H 0.472 0.879 -2.674
H 2.146 0.385 -2.087
H 2.039 1.541 0.696
H 2.874 0.050 0.035
H 1.469 -0.161 1.377
H -0.684 1.991 -0.862
H -0.263 1.931 0.752
H -1.939 1.552 2.119
H -1.370 -0.120 2.301
H -3.148 0.101 1.851
H -2.487 -2.795 0.444
H -0.333 -3.954 -0.004
H 1.533 -2.618 -0.983
*
```

Most stable pick: entry 2. Distance to second place: 598.9 kJ/mol.